Record 1
C32H46HfIN5O4 as an isolated structure in a non-equilibrium geometry, computed with ωB97M-V with the def2-TZVPD basis set.

XYZ file:
```
89
Properties=species:S:1:pos:R:3:forces:R:3:mulliken_charge:R:1
Hf 9.768124 1.667547 0.515106 0.17 -0.30 2.16 1.278
I -3.150556 -6.978533 0.681884 0.03 0.09 -0.07 0.233
O -2.242654 4.224025 1.858662 -0.18 -0.26 -0.10 -0.443
O -0.582228 3.199727 -2.167982 -0.23 -0.19 0.03 -0.515
O 8.317048 0.422026 2.047110 0.57 0.67 -1.82 -0.298
O -4.752335 4.317041 0.065467 0.17 0.09 -0.46 -0.356
N -3.590254 0.369417 -0.960573 0.00 -0.10 0.46 -0.542
N -4.085973 -2.284444 -0.988910 0.34 1.80 0.55 -0.054
N -4.374491 2.501412 -1.361698 0.84 0.33 -0.27 0.222
N -1.887390 3.528624 -0.308459 1.37 -0.19 0.06 1.077
N -1.131291 1.320842 0.013176 -0.83 0.08 -0.10 -0.234
C -2.897058 -1.862456 -0.561649 -0.19 -0.98 -0.35 -0.327
C 1.790264 -0.495940 -0.593434 0.10 0.41 -0.27 -0.505
C -1.038791 3.985666 -1.371966 0.25 0.03 -0.35 0.563
C -5.158281 -2.347559 0.145576 -0.89 -1.63 -0.18 -0.236
C -2.161154 -5.121440 1.075429 -0.11 0.01 -0.05 -0.480
C -6.298950 2.532172 0.267932 0.13 -0.70 -0.40 -1.210
C -3.350301 1.676867 -0.905670 -0.73 -0.26 -0.18 -0.836
C 0.455770 -3.337391 0.605166 0.02 0.36 -0.19 -0.825
C 0.792290 -4.216469 -0.506003 0.01 -0.12 -0.05 -0.963
C 0.045118 3.944966 1.385484 0.27 -0.11 -0.35 -0.827
C 5.038467 -0.062266 -0.694045 -0.03 0.44 0.24 -0.527
C -3.966509 3.389899 -2.477217 -0.13 0.39 -0.06 -1.084
C -1.872448 -2.846816 -0.139354 -0.36 0.29 0.72 0.495
C -2.623139 -0.439470 -0.537949 -0.12 0.33 -1.26 0.520
C -2.792786 -4.427436 2.271777 0.52 -0.05 -0.19 -0.948
C -5.096849 3.237990 -0.286227 -0.73 0.01 0.67 0.767
C -0.406110 -0.950902 0.307955 0.00 0.17 0.43 0.839
C 7.505279 0.147900 -0.224381 -1.18 -0.21 0.08 -0.363
C -1.415666 0.015472 -0.077193 0.91 -0.44 0.27 -0.142
C 2.567535 0.813808 -0.876158 0.07 -0.30 0.05 -0.774
C 7.481428 0.971418 3.109946 0.26 0.41 0.72 -0.682
C 7.583911 -0.484181 1.155210 0.33 0.20 0.01 -0.144
C -1.419709 3.949500 1.048178 -0.54 0.51 0.61 0.585
C 3.907295 0.543633 -1.570595 0.09 -0.41 0.31 -1.407
C -0.791635 5.455465 -1.448479 -0.32 0.29 0.13 -1.360
C 0.906399 -0.428715 0.709444 0.11 -0.04 -0.37 -1.211
C -0.650286 -2.360102 0.248617 0.00 -0.29 0.07 0.716
C 6.228674 0.938307 -0.537133 -0.35 -0.79 0.23 -0.742
C -2.089619 2.134812 -0.385961 0.12 0.45 -0.11 0.148
C -2.237141 -4.281262 -0.236055 -0.20 -0.42 0.14 -1.460
C -6.208235 -3.405045 -0.178339 0.59 0.46 -0.19 -1.195
C 1.062704 -4.942712 -1.416880 -0.27 -0.14 0.00 0.283
H -3.116409 2.981043 -3.013914 0.13 -0.09 0.06 0.415
H -4.431727 -1.591538 -1.660895 -0.27 0.10 0.19 0.598
H 0.338406 2.912053 1.565552 -0.01 -0.10 0.03 -0.080
H 8.148476 1.319782 3.890939 0.11 0.07 0.01 0.323
H -5.586348 -1.346039 0.147894 0.29 0.23 -0.09 0.370
H -4.787157 3.454271 -3.186561 -0.16 -0.14 0.02 0.352
H 4.650997 -0.301230 0.298571 -0.03 -0.07 0.07 0.325
H -1.693318 6.024042 -1.230410 -0.11 -0.02 0.03 0.356
H -6.906416 -2.986612 -0.895964 -0.25 -0.18 -0.03 0.409
H -6.549247 1.670838 -0.345425 -0.03 -0.04 -0.06 0.335
H -5.710794 -4.256287 -0.632115 -0.11 -0.27 0.06 0.309
H -7.151080 3.203520 0.267678 0.02 0.20 0.20 0.405
H 0.690947 4.324092 0.599282 -0.03 -0.01 -0.13 0.317
H 6.862143 0.186971 3.531033 0.04 -0.20 -0.11 0.341
H -6.103235 2.180185 1.278982 -0.02 0.22 0.19 0.289
H 1.154260 -0.655849 -1.465281 -0.04 -0.17 -0.06 0.496
H -1.137411 -5.403504 1.280288 0.08 -0.16 0.04 0.473
H -2.104517 -3.663487 2.643628 -0.14 0.25 0.03 0.274
H -0.436293 5.701763 -2.441104 0.06 -0.05 -0.12 0.450
H 5.393427 -1.002642 -1.112587 0.04 -0.04 -0.17 0.537
H 6.322861 1.460255 -1.483934 0.23 0.28 0.05 0.507
H -3.731705 -3.984301 1.966816 -0.25 0.06 0.21 0.129
H -4.680410 -2.523380 1.101290 0.34 0.00 -0.05 0.318
H -2.971714 -5.108124 3.096265 -0.06 -0.11 0.02 0.519
H 8.385888 0.854195 -0.350890 -0.76 -0.61 -1.17 -0.059
H 6.585280 -0.623537 1.551443 -0.09 -0.16 0.06 0.282
H 7.612065 -0.614682 -0.993521 0.55 0.13 -0.21 0.495
H 1.189917 -5.651138 -2.201382 0.23 0.00 -0.12 0.469
H 8.104942 -1.435903 1.113184 0.13 -0.05 0.30 0.425
H 1.337707 -1.020067 1.508425 0.11 -0.01 0.09 0.735
H 4.276958 1.464575 -2.011828 -0.12 0.10 -0.21 0.590
H 1.353872 -2.799541 0.878886 0.10 -0.01 0.19 0.411
H -3.758525 4.399562 -2.134262 0.19 0.03 0.09 0.376
H 3.716098 -0.164372 -2.373932 0.02 0.14 -0.30 0.364
H 5.971352 1.607465 0.282331 0.15 0.43 -0.15 0.207
H 0.833095 0.606853 1.013962 -0.14 0.10 0.05 -0.345
H 0.139041 -3.906407 1.477165 0.10 -0.09 0.10 0.335
H -0.041719 5.779456 -0.730867 0.09 -0.03 0.08 0.308
H 6.871581 1.794090 2.748572 -0.06 -0.01 -0.16 0.318
H -6.720345 -3.728718 0.720924 -0.15 0.05 0.06 0.367
H -3.241298 -4.369358 -0.643065 -0.12 0.06 -0.03 0.660
H 1.969836 1.416606 -1.556111 -0.09 0.20 0.08 0.338
H -1.587257 -4.774404 -0.961043 0.11 0.06 -0.13 0.462
H 2.692861 1.392164 0.039243 0.14 0.04 0.10 0.411
H 0.208864 4.516361 2.290076 -0.13 0.09 0.11 0.417
H 2.457591 -1.354441 -0.567125 0.01 -0.14 0.24 0.635
```
Positions in Å, forces in eV/Å.

Results
- Kohn-Sham gap: 3.37 eV
- LUMO: -13.44 eV
- Net charge: +4
- HOMO level: -16.81 eV

***

Record 2
A 6-piece molecular cluster, C32H46N6O4 overall in a non-equilibrium geometry, computed with ωB97M-V with the def2-TZVPD basis set.

XYZ file:
```
88
Properties=species:S:1:pos:R:3:forces:R:3:mulliken_charge:R:1
O 1.781199 -0.587966 -0.338879 -0.63 -0.17 0.60 -0.579
O -2.416821 4.778259 0.533057 0.72 0.01 -0.03 -0.484
O -0.348398 -4.221819 1.311370 -0.10 1.02 0.09 -0.592
O -0.460742 3.868193 -0.107544 -0.58 0.05 1.03 -0.361
N -6.801512 3.914577 -0.548298 -0.07 -0.03 0.02 -0.473
N -0.403171 5.374383 4.755552 0.06 -0.01 0.42 -0.466
N 7.116137 -2.501595 -3.883120 -0.03 0.00 -0.07 -0.418
N 1.119254 -2.523031 0.771110 -0.62 1.02 -0.28 -0.053
N -2.062099 -1.415948 -4.094013 0.07 0.03 -0.03 -0.501
N -0.350342 -9.190261 -3.142628 -0.03 -0.02 0.06 -0.463
C -6.699346 7.741885 -0.271797 -0.05 -0.01 0.07 -1.161
C -2.605436 -3.328274 -2.403369 0.17 -0.17 0.29 0.150
C 2.755248 -7.172552 -2.152656 0.00 -0.07 0.00 -1.108
C 0.383017 5.934243 5.376967 -0.06 0.01 0.17 0.306
C -5.967559 7.004191 0.844290 -0.18 0.21 -0.18 -0.496
C 6.889982 -2.788282 -2.795414 0.11 0.06 0.11 0.236
C 1.726454 -8.102943 -4.290123 0.33 -0.11 -0.10 -0.348
C -6.098156 4.731957 -0.154663 0.14 0.01 -0.08 0.271
C 5.097427 -3.255687 -1.135497 -0.19 0.28 0.03 -0.202
C -0.175009 -3.047225 1.077166 -0.31 -1.55 0.71 -0.165
C -1.241336 4.633652 0.745885 -0.16 0.07 -0.02 0.480
C -0.522278 -0.863483 0.437897 -0.24 -0.35 0.01 0.471
C -2.515441 -1.934205 1.302265 -0.52 -0.79 0.33 -0.381
C 4.372405 -1.918855 -1.255241 0.22 -0.25 -0.14 -0.813
C -1.572761 -4.457768 -2.453495 0.07 -0.28 -0.15 -0.241
C 0.562922 -8.714772 -3.649159 -0.03 0.13 -0.10 0.207
C -1.198375 -1.947473 0.986865 2.36 -0.65 -0.59 -0.012
C -2.536137 0.322467 0.543524 -0.87 1.28 -0.08 -0.297
C 2.799824 6.470661 5.608506 0.22 -0.24 0.00 -0.412
C -1.573572 -5.213250 -3.776538 0.10 0.06 -0.04 -1.110
C 1.384317 6.649133 6.166251 0.26 0.28 -0.05 -0.452
C -1.206196 0.306865 0.199685 1.50 0.34 -0.65 0.365
C 0.913477 -1.229970 0.204552 0.18 0.64 -0.09 0.186
C -0.138829 2.607131 0.548393 0.59 0.06 -1.11 -0.678
C -5.203438 5.771954 0.350359 -0.16 0.27 0.34 -0.139
C 2.949160 -8.072298 -3.368773 0.11 0.19 0.26 -0.450
C 6.601429 -3.155077 -1.409860 -0.17 -0.31 0.18 -0.542
C -2.302625 -2.257565 -3.351866 -0.17 0.00 0.05 0.243
C 3.300555 5.033575 5.700738 -0.01 0.03 -0.06 -1.077
C -0.498998 5.244254 1.924276 -0.42 -0.42 -1.24 -0.834
C -3.186201 -0.752106 1.084858 -0.77 -0.52 0.25 -0.797
C -0.506927 1.480756 -0.436759 -0.64 0.37 -0.04 -1.026
H 4.957641 -3.642035 -0.123272 0.10 -0.07 -0.02 0.319
H 4.327365 4.967576 5.341261 -0.01 -0.03 0.01 0.322
H 3.326533 -2.035993 -1.002185 -0.02 0.03 0.00 -0.021
H 1.475580 -7.090417 -4.613088 -0.11 -0.01 0.06 0.284
H 3.193363 -9.083478 -3.038036 -0.05 -0.03 -0.08 0.307
H -4.618426 5.359502 1.169426 0.04 -0.13 -0.10 0.170
H 7.057670 -2.427168 -0.736479 0.02 0.08 -0.10 0.296
H 1.129849 7.710587 6.172002 -0.13 -0.04 -0.03 0.270
H -6.006858 8.048770 -1.058047 -0.01 -0.01 -0.01 0.316
H 3.667475 -7.141501 -1.556140 -0.02 0.02 0.01 0.332
H -2.623304 -2.908937 -1.394915 -0.05 0.14 -0.07 -0.302
H -1.291286 -4.564459 -4.608085 -0.05 0.03 0.01 0.385
H -3.604546 -3.722064 -2.599273 0.00 0.07 -0.11 0.409
H -4.241189 -0.710475 1.318788 -0.02 0.22 -0.01 0.433
H -7.182688 8.637934 0.119233 -0.01 0.00 -0.04 0.335
H -1.790154 -5.160929 -1.647191 -0.02 0.10 0.07 0.375
H -2.558221 -5.633269 -3.988801 0.01 -0.02 -0.01 0.356
H 3.804321 -7.710383 -3.942873 -0.05 -0.05 -0.09 0.315
H -7.473041 7.117362 -0.721287 0.04 -0.02 -0.02 0.337
H 1.951768 -7.537001 -1.510474 -0.03 0.03 -0.03 0.392
H 4.641883 -3.977532 -1.816734 0.09 -0.05 0.00 0.175
H -1.209929 5.827676 2.492294 0.21 0.14 0.11 0.373
H -1.202712 1.905076 -1.165554 0.06 0.11 0.10 0.469
H -4.494697 6.055007 -0.427498 -0.02 -0.12 -0.05 0.217
H -6.682715 6.716042 1.617637 0.06 -0.06 0.02 0.310
H -0.646556 2.510855 1.508999 -0.07 0.01 -0.07 0.581
H -0.573570 -4.057238 -2.265362 -0.04 0.07 0.06 0.180
H -5.253841 7.687581 1.309093 0.06 -0.10 0.03 0.336
H 0.327547 5.822026 1.505469 -0.06 0.14 0.22 0.304
H -3.117680 1.225074 0.382699 0.12 0.06 -0.09 0.671
H 2.836209 6.802176 4.568996 -0.07 0.06 0.03 0.294
H 1.342612 6.309315 7.202578 -0.08 -0.09 -0.04 0.297
H 2.693004 4.359782 5.094057 -0.03 0.00 0.04 0.286
H 2.515428 -6.150749 -2.454995 -0.01 0.00 0.01 0.249
H -0.083522 4.450526 2.538196 0.01 0.06 0.07 0.360
H 4.801857 -1.176976 -0.578579 -0.03 0.02 -0.01 0.310
H 1.751513 -2.430428 1.558484 0.30 -0.72 -0.15 0.293
H 0.377947 1.181723 -0.991061 -0.05 -0.18 0.10 0.503
H -2.993062 -2.820585 1.698416 -0.06 0.04 0.03 0.504
H 4.426191 -1.526819 -2.272623 0.05 0.02 0.02 0.343
H 1.966055 -8.670757 -5.190975 -0.13 -0.03 0.00 0.306
H -0.859334 -6.036517 -3.740170 -0.05 -0.04 0.00 0.053
H 0.944697 2.629362 0.688304 -0.10 -0.20 0.34 0.234
H 7.072695 -4.117482 -1.200098 0.10 0.04 -0.10 0.315
H 3.281336 4.676948 6.732239 -0.01 -0.01 -0.01 0.310
H 3.475693 7.116564 6.171749 -0.09 0.07 0.01 0.311
```
Positions in Å, forces in eV/Å.

Results
- SMILES: CC(=O)OCCc1cccc2c1C(=O)NC2=O.CCCC#N.CCCC#N.CCCC#N.CCCC#N.CCCC#N
- Kohn-Sham gap: 9.57 eV
- Energy relative to the best compared isomer or geometry (same formula, charge and spin): 0.0 kJ/mol
- LUMO: -0.60 eV
- Net charge: 0
- HOMO level: -10.18 eV